19
Properties=species:S:1:pos:R:3:nbo_charge:R:1 method="wB97M-V/def2-TZVPD" smiles="C=C/C(C)=C/C.O" e_above_lowest_kj_mol=164.8 homo_ha=-0.3301 gap_ev=9.64 max_force_ev_per_a=1.60
C -1.06339 0.26775 1.44191 -0.392
C -0.61142 -0.94344 1.11113 -0.195
C -0.24294 -1.37733 -0.25375 -0.050
C -0.80992 -2.71490 -0.65075 -0.644
C 0.60532 -0.63950 -0.95081 -0.162
C 0.95324 -0.94078 -2.37587 -0.647
H -1.50957 0.88277 0.67830 0.192
H -0.97185 0.63144 2.46255 0.198
H -0.28388 -1.54549 1.96305 0.196
H -0.82605 -3.42295 0.17266 0.220
H -1.81832 -2.58221 -1.05590 0.222
H -0.20544 -3.22152 -1.39585 0.213
H 0.94756 0.30273 -0.54037 0.205
H 0.28348 -1.69967 -2.77342 0.210
H 0.78561 -0.05335 -2.98618 0.218
H 1.97244 -1.28375 -2.51448 0.216
O 1.05960 6.48205 2.60118 -0.938
H 0.34581 6.16227 2.01879 0.469
H 1.38974 5.69588 3.04780 0.469

***

15
Properties=species:S:1:pos:R:3:nbo_charge:R:1 method="wB97M-V/def2-TZVPD" e_above_lowest_kj_mol=249.0 homo_ha=-0.3514 gap_ev=10.61 max_force_ev_per_a=0.38
O -2.19832 1.27676 -1.09054 -0.711
C -0.99001 0.55361 -1.20162 -0.086
C -0.12062 0.75465 0.02103 0.077
O -0.64035 0.06756 1.19380 -0.529
C 0.64417 -0.50712 1.42354 0.095
C 1.02405 -1.43294 0.32178 -0.446
C 1.22422 0.05589 0.15963 -0.287
H -2.64245 0.95830 -0.29394 0.471
H -1.17914 -0.51841 -1.36085 0.165
H -0.47410 0.93996 -2.08649 0.185
H -0.05268 1.82772 0.24049 0.191
H 1.02142 -0.53334 2.44070 0.203
H 0.24604 -1.96151 -0.22362 0.219
H 1.94502 -1.99090 0.47307 0.226
H 2.19274 0.50976 -0.01699 0.227

***

16
Properties=species:S:1:pos:R:3:nbo_charge:R:1 method="wB97M-V/def2-TZVPD" smiles="C1=NN2C[C@@H]2CCO1" e_above_lowest_kj_mol=537.5 homo_ha=-0.3152 gap_ev=9.51 max_force_ev_per_a=5.26
C -1.10264 1.29572 -0.51308 0.373
N -1.53110 0.31887 0.07993 -0.304
N -1.10295 -1.05642 0.28189 -0.240
C -0.50737 -1.57160 1.42275 -0.236
C 0.38038 -1.40279 0.07252 -0.097
C 1.60421 -0.39202 -0.14084 -0.453
C 1.35561 1.20925 -0.17404 -0.061
O 0.22151 1.49690 -1.05719 -0.578
H -1.66297 2.17396 -0.69968 0.178
H -0.06282 -1.00912 2.20443 0.201
H -0.58024 -2.69411 1.64968 0.214
H 0.65969 -2.19320 -0.49647 0.190
H 2.46207 -0.59921 0.55124 0.219
H 1.89925 -0.58580 -1.24949 0.215
H 1.21307 1.69157 0.77852 0.182
H 2.35706 1.57214 -0.81727 0.199

***

14
Properties=species:S:1:pos:R:3:nbo_charge:R:1 method="wB97M-V/def2-TZVPD" e_above_lowest_kj_mol=423.6 homo_ha=-0.2901 gap_ev=7.82 max_force_ev_per_a=0.41
C 1.29571 0.26503 0.89279 -0.662
C -0.12188 0.21366 0.41614 -0.043
C -0.34422 -0.49439 -1.10823 -0.316
C -1.00743 -0.73573 0.84263 -0.200
C -0.40857 1.03009 -0.99894 0.226
O 0.49812 1.78681 -1.42944 -0.760
H 1.73380 -0.72809 1.05389 0.208
H 1.87308 0.83195 0.15515 0.274
H 1.32582 0.81104 1.84149 0.238
H -1.22664 -1.06307 -1.38269 0.238
H 0.60526 -0.96551 -1.35150 0.238
H -0.72562 -1.49922 1.57146 0.215
H -2.05271 -0.70856 0.54434 0.209
H -1.47672 1.33533 -0.96181 0.134

***

61
Properties=species:S:1:pos:R:3:nbo_charge:R:1 method="wB97M-V/def2-TZVPD" smiles="C=Cc1cccc2c1Sc1ccccc1N2.COC[C@@H](C)N.COC[C@@H](C)N" e_above_lowest_kj_mol=16.9 homo_ha=-0.2846 gap_ev=8.13 max_force_ev_per_a=1.79
C -1.35657 1.94240 -1.44760 -0.352
C -0.59059 2.96037 -1.92644 -0.218
C -0.44336 4.17330 -1.06819 -0.050
C 0.69740 4.46517 -0.32057 -0.219
C 0.72934 5.62039 0.44668 -0.195
C -0.35362 6.47339 0.50785 -0.262
C -1.51316 6.19509 -0.20637 0.235
C -1.53217 5.04988 -1.00491 -0.222
S -3.02242 4.76949 -1.95103 0.289
C -4.21171 5.29111 -0.73570 -0.231
C -5.41496 4.62231 -0.57806 -0.198
C -6.32373 5.03619 0.38729 -0.227
C -5.98761 6.12739 1.17829 -0.202
C -4.78683 6.79542 1.01154 -0.261
C -3.86841 6.38442 0.05189 0.226
N -2.63376 7.06128 -0.11926 -0.602
H -1.07014 1.51161 -0.49166 0.197
H -2.24746 1.58370 -1.95160 0.204
H -0.10718 2.91882 -2.89870 0.214
H 1.54394 3.79706 -0.33548 0.217
H 1.62326 5.84015 1.01395 0.214
H -0.31205 7.37294 1.11081 0.207
H -5.61908 3.78015 -1.22394 0.221
H -7.24419 4.48740 0.51312 0.218
H -6.68125 6.44359 1.94501 0.215
H -4.56803 7.65008 1.64156 0.206
H -2.50691 7.59812 0.73130 0.371
C -2.25717 -1.12828 0.15723 -0.250
O -1.13179 -1.28920 -0.68515 -0.550
C 0.03381 -1.77807 -0.05008 -0.073
C 0.08605 -3.30430 0.11102 -0.086
C -0.79124 -3.83140 1.24080 -0.614
N -0.26865 -3.99800 -1.13128 -0.823
H -1.96981 -0.81657 1.16577 0.170
H -2.84525 -2.04777 0.20516 0.168
H -2.88674 -0.35285 -0.27951 0.189
H 0.86208 -1.47959 -0.69926 0.182
H 0.18796 -1.27148 0.91233 0.163
H 1.12050 -3.56552 0.35762 0.194
H -1.84886 -3.82890 0.97674 0.201
H -0.52084 -4.86065 1.47582 0.223
H -0.66323 -3.23812 2.14876 0.202
H 0.37946 -3.71957 -1.86307 0.350
H -1.16207 -3.62719 -1.44461 0.355
C 4.30036 -4.31105 1.86692 -0.248
O 3.50713 -5.19038 1.09210 -0.550
C 3.73819 -5.14104 -0.30337 -0.079
C 4.93067 -5.97926 -0.78713 -0.081
C 6.28498 -5.33728 -0.50452 -0.614
N 4.92037 -7.33041 -0.21984 -0.822
H 4.49636 -3.37272 1.33945 0.168
H 5.24572 -4.77810 2.15272 0.167
H 3.74923 -4.08830 2.78066 0.189
H 2.83193 -5.54937 -0.75988 0.190
H 3.81991 -4.09891 -0.64236 0.160
H 4.83442 -6.07058 -1.87315 0.189
H 6.56837 -5.41967 0.54466 0.202
H 7.06332 -5.83061 -1.08631 0.221
H 6.28499 -4.27971 -0.77734 0.202
H 4.05970 -7.79815 -0.49027 0.353
H 4.84143 -7.23817 0.78956 0.354

***

88
Properties=species:S:1:pos:R:3:mulliken_charge:R:1 method="wB97M-V/def2-TZVPD" smiles="COCCNCCOC.NC(N)=O.NC(N)=O.NC(N)=O.OCCO.OCCO.OCCO.OCCO" e_above_lowest_kj_mol=2.3 homo_ha=-0.3382 gap_ev=9.54 max_force_ev_per_a=3.29
C 0.22657 3.81066 -5.42213 -0.741
O 1.39861 3.54311 -4.57251 -0.319
C 1.88087 4.77812 -3.90463 -0.633
C 2.94980 4.28224 -2.94240 -0.575
N 2.31296 3.47905 -1.94142 0.017
C 3.21540 2.80461 -0.99829 -0.525
C 4.04493 1.64611 -1.42169 -0.568
O 3.22971 0.58931 -1.76736 -0.163
C 3.93231 -0.30171 -2.63131 -0.692
H 0.22319 4.79068 -5.91636 0.311
H -0.71509 3.70898 -4.81462 0.274
H 0.24063 3.02958 -6.19949 0.222
H 1.09093 5.29574 -3.41834 0.404
H 2.40579 5.43069 -4.65242 0.362
H 3.35840 5.20758 -2.46127 0.350
H 3.81435 3.80430 -3.50813 0.322
H 1.71258 2.82101 -2.36856 0.256
H 2.60122 2.35623 -0.24021 -0.198
H 3.82140 3.54044 -0.41613 0.472
H 4.76690 1.46953 -0.63306 0.375
H 4.66908 1.88403 -2.33559 0.332
H 4.25060 0.09128 -3.59003 0.381
H 3.35674 -1.15778 -2.85962 0.040
H 4.84148 -0.83248 -2.17807 0.321
N -2.48273 -3.46466 6.18315 -0.516
C -2.41990 -2.77575 4.98363 0.517
N -1.24416 -2.06772 4.86407 -0.296
O -3.33759 -2.75778 4.19102 -0.649
H -3.38913 -3.83423 6.31867 0.295
H -2.04420 -3.03784 6.99823 0.218
H -0.47345 -2.47678 5.36447 0.238
H -1.06111 -1.48907 4.07180 0.165
N -2.75076 -5.49952 1.57448 -0.273
C -2.13393 -5.97651 0.47281 0.613
N -1.43185 -7.14086 0.61343 -0.393
O -2.13195 -5.31512 -0.54497 -0.742
H -3.05687 -4.49621 1.58951 0.233
H -2.61609 -5.92629 2.51063 0.199
H -1.04836 -7.59527 -0.22108 0.236
H -1.42397 -7.56838 1.50395 0.151
N 0.87946 -0.52949 0.78997 -0.143
C 0.02102 -1.18876 1.63599 0.621
N -0.06470 -2.53686 1.46997 -0.352
O -0.64746 -0.55859 2.47504 -0.944
H 1.21805 0.41899 1.01870 0.101
H 1.54387 -1.09193 0.28055 0.050
H 0.26249 -2.83269 0.55786 0.446
H -0.86159 -2.98195 1.88536 0.311
O -3.32434 -2.59153 1.20051 -0.459
C -3.31958 -1.42054 0.28778 0.333
C -3.36357 -1.92998 -1.16919 -0.886
O -2.12232 -2.63904 -1.47560 -0.464
H -3.47201 -2.28632 2.11062 0.251
H -4.25456 -0.86942 0.32385 0.442
H -2.39745 -0.88420 0.44214 -0.308
H -3.38266 -1.16887 -1.92404 0.371
H -4.24223 -2.56620 -1.29837 0.349
H -2.13253 -3.53337 -1.00149 0.300
O 1.18422 6.92885 2.18307 -0.587
C 0.55644 5.65139 2.21984 -0.629
C 1.06130 4.78086 1.14864 0.459
O 0.72301 5.36014 -0.13064 -0.632
H 1.24397 7.14739 1.26382 0.313
H 0.77559 5.30393 3.18463 0.361
H -0.46403 5.75814 2.06200 0.382
H 0.53385 3.84591 1.23879 -0.141
H 2.11985 4.49781 1.24787 0.171
H 1.05202 4.81649 -0.81864 0.355
O -3.05705 3.20427 3.47308 -0.558
C -2.80163 3.22042 2.07487 -0.369
C -1.95878 2.08370 1.50648 0.290
O -0.66468 2.14634 2.10776 -0.629
H -2.22568 3.16642 3.89888 0.318
H -3.78562 3.30972 1.62211 0.385
H -2.21650 4.14555 1.88914 0.015
H -1.96588 2.17274 0.37253 0.207
H -2.43049 1.05975 1.70326 -0.055
H -0.49397 1.17965 2.18750 0.310
O 0.90863 -2.92662 -1.14204 -0.277
C 1.37295 -4.25825 -1.34313 -0.221
C 1.60251 -4.52812 -2.77874 -0.731
O 0.42548 -4.73853 -3.48153 -0.498
H 0.05457 -2.86705 -1.61913 0.191
H 2.28084 -4.33906 -0.78842 0.400
H 0.69851 -5.01368 -0.98296 0.100
H 2.32786 -5.31340 -2.85672 0.403
H 2.17519 -3.79621 -3.30201 0.279
H 0.04434 -5.45711 -3.03014 0.346

***

109
Properties=species:S:1:pos:R:3:mulliken_charge:R:1 method="wB97M-V/def2-TZVPD" charge=+2 homo_ha=-0.5406 gap_ev=7.61 max_force_ev_per_a=2.75
Pb 0.37243 0.69489 3.97541 1.225
K 0.21578 4.09957 1.90258 0.972
K 3.58914 -1.44876 3.55561 1.015
O 1.16576 -0.86455 2.33765 -0.906
C 0.84405 -0.20542 1.11582 0.836
C -0.45775 0.50697 1.08465 0.760
O -0.71097 1.49814 2.04488 -0.997
H 0.82195 -0.96928 0.32841 -0.562
H 1.70912 0.44484 0.90142 -0.100
H -1.27513 -0.22157 1.18832 -0.360
H -0.50122 0.89319 0.05129 0.116
C 1.45417 -0.09573 -3.04459 -0.437
C 1.13032 0.56200 -4.36746 -0.523
O 1.77694 -0.21135 -5.37945 -0.137
C 1.58931 0.21481 -6.62876 0.234
O 0.89050 1.12441 -6.94124 -0.498
C 2.32326 -0.64581 -7.67002 0.900
F 3.05265 0.12697 -8.46833 -0.237
F 3.08907 -1.58359 -7.13373 -0.228
F 1.38042 -1.24647 -8.42148 -0.252
H 2.53348 -0.15393 -2.90065 0.350
H 0.97125 -1.04346 -2.83022 0.136
H 1.16885 0.58956 -2.23262 0.203
H 1.39447 1.62133 -4.36437 0.348
H 0.04868 0.57807 -4.53556 0.103
C -4.66176 0.31703 1.22061 -0.265
C -6.13561 0.13229 1.46528 -0.643
O -6.53640 0.93482 2.56504 -0.246
C -7.81645 0.82351 2.93357 0.177
O -8.62690 0.13915 2.40346 -0.474
C -8.06907 1.70338 4.17597 0.958
F -7.59671 1.03749 5.24518 -0.251
F -7.46114 2.88730 4.11196 -0.216
F -9.36855 1.89766 4.33385 -0.227
H -4.40877 1.35632 0.99552 0.120
H -4.35574 -0.25017 0.33384 0.267
H -3.97503 -0.05468 1.98391 -0.039
H -6.35088 -0.92432 1.64059 0.392
H -6.67307 0.41280 0.55741 0.361
C 4.23146 1.96227 1.45003 -0.540
C 5.55209 2.21533 0.75892 -0.574
O 6.55131 1.54441 1.51572 -0.184
C 7.80672 1.69642 1.06620 0.211
O 8.12585 2.38547 0.15676 -0.472
C 8.80146 0.78048 1.81543 0.967
F 8.20604 -0.02461 2.69954 -0.236
F 9.38288 0.00547 0.89658 -0.236
F 9.72481 1.50800 2.42644 -0.243
H 3.81649 0.96992 1.26277 -0.045
H 3.46457 2.64916 1.07691 0.250
H 4.33912 2.13172 2.52471 0.345
H 5.72859 3.29045 0.70094 0.421
H 5.53929 1.85786 -0.27288 0.351
C -2.22776 -2.81329 1.86593 -0.194
C -2.75222 -2.14180 3.11491 -0.287
O -2.35415 -2.89702 4.26947 -0.210
C -1.34915 -2.48483 4.95684 0.224
O -0.60708 -1.56533 4.68024 -0.475
C -0.99625 -3.46574 6.09892 0.819
F -0.70118 -2.74044 7.18663 -0.242
F -1.94201 -4.32087 6.38076 -0.202
F 0.12338 -4.10781 5.72766 -0.232
H -2.54481 -2.24648 0.98747 -0.361
H -2.64187 -3.80617 1.69932 0.558
H -1.13806 -2.83528 1.89279 0.178
H -3.83030 -2.00488 3.06139 0.371
H -2.34757 -1.12835 3.17762 0.100
C -2.00058 3.81657 -2.13483 -1.304
C -2.61747 3.16648 -0.89807 0.780
O -3.62166 3.97987 -0.30747 -0.309
C -3.29453 4.89846 0.55320 0.392
O -2.17448 5.22915 0.85676 -0.632
C -4.52016 5.62183 1.16898 0.869
F -5.57146 5.46412 0.36649 -0.225
F -4.81650 5.16283 2.37156 -0.229
F -4.24393 6.92448 1.22279 -0.234
H -1.82028 4.87911 -1.94735 0.402
H -2.62591 3.73549 -3.01764 0.344
H -0.99832 3.42247 -2.31393 0.263
H -1.84664 2.78216 -0.22505 -0.350
H -3.12989 2.26054 -1.22596 0.214
C -3.23678 -0.58900 -4.10037 -1.360
C -3.01718 -0.87934 -2.62917 0.320
O -1.87489 -1.76490 -2.50733 -0.186
C -2.03020 -2.90172 -1.87127 0.384
O -3.01504 -3.28489 -1.30881 -0.571
C -0.71763 -3.69796 -1.70138 0.919
F -0.98577 -4.98017 -1.90713 -0.262
F 0.23331 -3.29318 -2.55347 -0.233
F -0.23313 -3.58696 -0.45230 -0.213
H -2.31027 -0.33793 -4.61469 0.209
H -3.92188 0.25387 -4.20476 0.414
H -3.67893 -1.45374 -4.59202 0.377
H -3.87224 -1.40023 -2.20299 0.473
H -2.80655 0.02556 -2.05938 -0.221
C 3.19806 -2.64418 -1.26303 -0.680
C 4.00902 -1.46403 -0.74434 0.335
O 5.39292 -1.81219 -0.96733 -0.374
C 6.11007 -2.19975 0.05907 0.409
O 5.74420 -2.26256 1.20530 -0.550
C 7.50038 -2.71185 -0.38200 0.848
F 7.89066 -2.14099 -1.51060 -0.228
F 8.38972 -2.51567 0.57482 -0.221
F 7.38947 -4.03594 -0.57900 -0.250
H 2.21428 -2.61723 -0.78787 -0.161
H 3.64262 -3.56048 -0.87181 0.419
H 3.10796 -2.72143 -2.34134 0.367
H 3.81908 -1.36742 0.32684 -0.047
H 3.83847 -0.49076 -1.19491 0.164

***

10
Properties=species:S:1:pos:R:3:nbo_charge:R:1 method="wB97M-V/def2-TZVPD" e_above_lowest_kj_mol=615.1 homo_ha="-0.3653 / -0.3676" gap_ev="7.62 / 8.01" max_force_ev_per_a=3.64
C -0.49210 0.68322 0.57468 0.777
C -0.43652 -0.61018 1.49053 -0.700
N 0.72608 -0.18240 -2.82736 -0.442
O -0.32360 1.74506 1.04099 -0.594
O -0.48941 0.29568 -0.61814 -0.530
Cl 0.03595 1.16872 -2.41413 0.616
Cl 2.34122 -0.39968 -2.36728 0.180
H -0.68480 -0.16565 2.52563 0.240
H 0.44705 -1.14791 1.37362 0.230
H -1.12387 -1.38687 1.22146 0.223